The following is a DFT calculation (ωB97M-V/def2-TZVPD) of H12O14S2Zn as an isolated structure.

Geometry as XYZ:
```
29
Properties=species:S:1:pos:R:3:mulliken_charge:R:1
Zn -0.525 0.294 0.348 0.37
S 1.551 -4.152 0.332 1.22
O 1.202 -5.185 1.318 -0.69
O 1.742 -4.645 -1.043 -0.56
O 0.557 -3.093 0.235 -0.53
O 2.784 -3.604 0.787 -0.57
S 2.639 1.218 -3.312 1.19
O 3.914 1.924 -3.150 -0.63
O 1.879 1.615 -4.531 -0.71
O 2.877 -0.256 -3.355 -0.52
O 1.737 1.426 -2.161 -0.58
O -2.922 -0.504 2.580 -0.55
H -3.860 -0.334 2.666 0.27
H -2.694 -0.993 3.371 0.29
O -3.584 -4.328 -0.325 -0.65
H -3.903 -4.404 0.574 0.29
H -2.797 -3.788 -0.255 0.36
O -2.691 0.107 -2.173 -0.58
H -3.639 0.223 -2.115 0.27
H -2.520 -0.010 -3.107 0.30
O -1.491 3.457 0.905 -0.54
H -2.326 3.752 0.542 0.27
H -1.113 4.239 1.305 0.28
O 1.293 1.005 3.038 -0.58
H 1.036 1.453 3.844 0.28
H 2.250 0.989 3.068 0.30
O 2.744 4.887 0.105 -0.66
H 2.487 4.046 -0.274 0.36
H 3.377 4.660 0.786 0.29
```

Summary:
Charge: -2
Total energy: -98941.8143 eV
F_max: 3.8 eV/Å
ΔE to the lowest compared entry with this formula, charge and spin: 850.9 kJ/mol
Spin multiplicity: 1
Gap between HOMO and LUMO: 2.47 eV


The following is a DFT calculation (ωB97M-V/def2-TZVPD) of a 6-piece molecular cluster, H12O5S2 overall.

Geometry as XYZ:
```
19
Properties=species:S:1:pos:R:3:mulliken_charge:R:1
S -1.151 -2.107 -0.197 -0.24
S 0.690 -3.114 -0.071 -0.19
H -0.937 -1.202 0.861 0.29
H 1.530 -2.534 -0.897 0.14
H 1.359 2.493 -2.628 0.29
H -0.125 2.605 -2.458 0.42
O 0.535 2.945 -3.066 -0.67
H -1.897 1.789 -2.043 0.39
H -0.887 0.478 -1.652 0.32
O -1.008 1.425 -1.578 -0.83
H 0.804 2.438 1.957 0.31
H -0.494 2.728 2.661 0.28
O 0.288 2.299 2.708 -0.58
H -1.671 1.100 0.054 0.40
H -1.323 0.967 1.636 0.33
O -1.767 0.498 0.802 -0.65
H 2.810 2.499 1.457 0.36
H 3.081 1.123 2.306 0.34
O 2.593 1.464 1.514 -0.70
```

Summary:
Charge: 0
Total energy: -32101.1847 eV
F_max: 4.4 eV/Å
SMILES string: SS.O.O.O.O.O
ΔE to the lowest compared entry with this formula, charge and spin: 211.4 kJ/mol
Spin multiplicity: 1
Gap between HOMO and LUMO: 9.24 eV


The following is a DFT calculation (ωB97M-V/def2-TZVPD) of a 6-piece molecular cluster, H12O5S2 overall.

Geometry as XYZ:
```
19
Properties=species:S:1:pos:R:3:mulliken_charge:R:1
S -2.207 -0.724 -2.138 0.13
S -0.922 -1.941 -3.145 0.16
H -2.133 0.593 -2.275 0.33
H 0.210 -2.097 -2.377 0.26
H -1.411 2.059 1.467 0.33
H -0.338 1.738 0.347 0.46
O -1.301 1.723 0.523 -0.74
H 1.578 -1.527 2.309 0.29
H 0.091 -1.036 1.938 0.36
O 1.001 -1.269 1.600 -0.59
H 1.587 1.768 0.047 0.33
H 1.980 2.745 0.979 0.31
O 1.191 2.218 0.859 -0.69
H -2.192 -1.235 0.642 0.29
H -1.748 0.174 0.842 0.36
O -1.778 -0.669 1.405 -0.61
H 1.822 -0.709 -0.351 0.29
H 2.107 -1.271 -1.561 0.28
O 2.464 -0.540 -1.111 -0.55
```

Summary:
Charge: +1
Total energy: -32091.9194 eV
F_max: 4.2 eV/Å
ΔE to the lowest compared entry with this formula, charge and spin: 229.6 kJ/mol
Spin multiplicity: 2
Gap between HOMO and LUMO (spin up / spin down): 8.09 / 4.20 eV


The following is a DFT calculation (ωB97M-V/def2-TZVPD) of a 6-piece molecular cluster, H12O6 overall.

Geometry as XYZ:
```
18
Properties=species:S:1:pos:R:3:mulliken_charge:R:1
O 6.465 35.739 45.427 -0.73
H 6.138 35.430 46.272 0.42
H 7.189 36.324 45.649 0.30
O 5.352 35.533 48.171 -0.84
H 4.954 35.230 48.987 0.36
H 5.950 36.230 48.440 0.28
O 1.718 33.850 49.503 0.96
H 1.866 34.067 50.423 -0.56
H 0.917 34.320 49.272 0.03
O 0.263 31.771 48.143 -0.98
H 0.628 32.499 48.646 0.15
H -0.450 31.437 48.688 0.42
O 3.107 34.203 46.862 -1.10
H 3.954 34.627 47.003 0.43
H 2.711 34.162 47.733 0.15
O 3.460 31.605 49.652 -0.96
H 2.861 30.876 49.489 0.39
H 2.912 32.386 49.580 0.27
```

Summary:
Charge: -1
Total energy: -12479.4964 eV
F_max: 1.4 eV/Å
ΔE to the lowest compared entry with this formula, charge and spin: 56.0 kJ/mol
Spin multiplicity: 2
Gap between HOMO and LUMO (spin up / spin down): 2.94 / 10.26 eV


The following is a DFT calculation (ωB97M-V/def2-TZVPD) of a 6-piece molecular cluster, H12O6 overall.

Geometry as XYZ:
```
18
Properties=species:S:1:pos:R:3:mulliken_charge:R:1
O -1.180 -2.204 -1.091 -1.05
H -1.024 -2.368 -0.160 0.42
H -0.717 -2.911 -1.540 0.36
O 2.223 1.304 -1.779 -0.97
H 1.568 1.880 -1.385 0.34
H 2.183 0.503 -1.256 0.32
O -2.173 -0.205 -2.460 -0.95
H -3.040 -0.113 -2.066 0.35
H -1.751 -0.899 -1.954 0.49
O 1.995 -1.449 -0.241 -0.86
H 2.709 -1.144 0.319 0.36
H 1.264 -0.867 -0.036 0.31
O 0.320 0.531 0.545 -0.46
H 0.020 0.881 1.383 0.21
H -0.477 0.221 0.115 0.22
O -0.537 2.098 3.538 -1.02
H -0.927 1.711 4.322 0.52
H -0.454 3.029 3.746 0.43
```

Summary:
Charge: -1
Total energy: -12479.3321 eV
F_max: 1.2 eV/Å
ΔE to the lowest compared entry with this formula, charge and spin: 71.9 kJ/mol
Spin multiplicity: 2
Gap between HOMO and LUMO (spin up / spin down): 2.58 / 11.28 eV


The following is a DFT calculation (ωB97M-V/def2-TZVPD) of a 6-piece molecular cluster, H12O6 overall.

Geometry as XYZ:
```
18
Properties=species:S:1:pos:R:3:mulliken_charge:R:1
O 1.920 3.998 -0.218 -0.63
H 2.785 4.358 -0.024 0.32
H 1.585 4.549 -0.926 0.32
O -3.931 -0.650 -0.524 -0.64
H -4.491 -0.972 0.182 0.32
H -3.142 -0.338 -0.082 0.32
O -1.326 5.039 3.125 -0.64
H -0.890 5.641 3.729 0.32
H -0.641 4.781 2.508 0.32
O 2.933 -4.420 -0.913 -0.65
H 2.528 -5.107 -0.383 0.32
H 3.309 -4.885 -1.661 0.32
O -0.992 -4.479 -2.074 -0.65
H -0.053 -4.410 -1.899 0.33
H -1.354 -3.647 -1.770 0.32
O 0.200 0.129 0.290 -0.63
H 0.685 0.952 0.218 0.32
H 0.875 -0.536 0.422 0.32
```

Summary:
Charge: 0
Total energy: -12479.4367 eV
F_max: 0.3 eV/Å
SMILES string: O.O.O.O.O.O
ΔE to the lowest compared entry with this formula, charge and spin: 161.8 kJ/mol
Spin multiplicity: 1
Gap between HOMO and LUMO: 11.73 eV


The following is a DFT calculation (ωB97M-V/def2-TZVPD) of a 6-piece molecular cluster, H12O6 overall.

Geometry as XYZ:
```
18
Properties=species:S:1:pos:R:3:mulliken_charge:R:1
H -0.748 -0.272 0.195 0.31
H 0.611 -0.878 -0.116 0.30
H -4.016 1.875 -0.652 0.31
H -3.967 3.279 -0.072 0.32
H -3.711 -0.289 1.807 0.32
H -4.397 -0.601 0.487 0.29
H 1.137 -3.979 -1.647 0.30
H 0.164 -2.836 -1.887 0.32
H 2.869 2.770 -0.479 0.32
H 4.219 3.050 -1.118 0.32
H 3.578 -1.215 1.008 0.32
H 3.361 -1.329 2.508 0.32
O -0.309 -0.889 -0.402 -0.61
O -3.399 2.554 -0.357 -0.63
O -3.731 -0.940 1.096 -0.61
O 1.075 -3.017 -1.627 -0.62
O 3.533 3.461 -0.580 -0.64
O 3.730 -0.745 1.836 -0.64
```

Summary:
Charge: 0
Total energy: -12479.3535 eV
F_max: 0.3 eV/Å
SMILES string: O.O.O.O.O.O
ΔE to the lowest compared entry with this formula, charge and spin: 169.8 kJ/mol
Spin multiplicity: 1
Gap between HOMO and LUMO: 11.50 eV


The following is a DFT calculation (ωB97M-V/def2-TZVPD) of a 6-piece molecular cluster, H12O6 overall.

Geometry as XYZ:
```
18
Properties=species:S:1:pos:R:3:mulliken_charge:R:1
H 0.038 2.016 0.689 0.32
H -0.075 3.531 0.743 0.31
H 1.207 -0.379 -0.832 0.31
H 0.736 -1.367 -1.887 0.30
H -3.148 -2.252 0.721 0.29
H -3.344 -0.985 -0.096 0.36
H 4.344 -0.339 -1.157 0.31
H 4.049 1.069 -1.648 0.28
H 1.726 -1.376 2.384 0.32
H 2.385 -1.447 1.016 0.33
H -3.797 1.323 -0.904 0.29
H -4.857 0.485 -0.209 0.32
O 0.431 2.793 1.102 -0.63
O 0.891 -1.283 -0.939 -0.63
O -2.908 -1.319 0.697 -0.63
O 3.693 0.369 -1.089 -0.58
O 2.579 -1.285 1.946 -0.65
O -3.951 0.446 -0.536 -0.63
```

Summary:
Charge: 0
Total energy: -12479.2191 eV
F_max: 1.7 eV/Å
SMILES string: O.O.O.O.O.O
ΔE to the lowest compared entry with this formula, charge and spin: 182.8 kJ/mol
Spin multiplicity: 1
Gap between HOMO and LUMO: 10.87 eV